Here is a cluster of 2 separate species, C24H52N3O7PSSi in total from OMol25. Energies are from ωB97M-V/def2-TZVPD.

Last column: Mulliken charge in e.
Cartesian coordinates (Å):
C: -3.470 -3.746 2.674  -0.92
C: -2.016 -3.267 3.350  0.03
O: -2.157 -1.967 4.023  -0.40
C: -0.864 -3.244 2.126  -0.75
O: -0.238 -1.938 1.940  -0.16
P: -0.231 -1.250 0.362  1.62
C: -2.130 -1.210 0.432  -0.31
C: -2.813 0.297 0.141  -0.06
C: -4.014 0.687 1.178  -0.72
C: -3.388 1.789 2.270  -0.17
C: -3.126 1.145 3.759  -0.40
N: -1.641 1.058 4.045  -0.47
C: 1.148 -2.383 -0.138  -0.67
C: 2.184 -3.026 1.007  -0.82
C: 2.963 -1.912 1.918  -0.11
C: 2.536 -1.954 3.536  -0.07
O: 3.757 -1.876 4.397  -0.37
C: 3.233 -1.981 5.793  0.25
O: 3.700 -1.231 6.816  -0.50
C: 0.483 0.460 0.988  0.58
C: 1.609 1.115 0.008  0.03
O: 1.086 2.354 -0.641  -0.19
Si: 1.893 3.789 -0.028  0.52
C: 1.212 4.325 1.734  -0.91
C: 1.349 5.251 -1.222  -0.95
C: 3.820 3.740 -0.114  -0.93
C: -0.520 -0.594 -1.439  -0.27
C: 0.436 -1.116 -2.633  -0.77
S: -0.191 -0.425 -4.302  -0.14
C: -0.576 1.399 -4.174  0.42
N: -1.988 1.699 -3.688  -0.11
N: -2.098 3.109 -3.706  -0.35
C: -0.760 3.682 -4.183  -0.05
O: 0.222 2.591 -4.493  -0.24
H: -4.098 -4.432 3.390  0.30
H: -4.060 -2.749 2.434  0.16
H: -3.335 -4.307 1.654  0.27
H: -1.784 -4.063 4.174  0.60
H: -1.992 -2.155 5.001  0.29
H: -1.289 -3.741 1.126  0.26
H: -0.127 -4.089 2.543  0.15
H: -2.648 -2.055 -0.235  0.38
H: -2.621 -1.358 1.511  -0.89
H: -3.318 0.175 -0.934  0.38
H: -2.047 1.159 0.049  -0.17
H: -4.834 1.297 0.578  0.35
H: -4.501 -0.219 1.738  0.30
H: -4.122 2.713 2.436  0.39
H: -2.370 2.253 1.915  -0.01
H: -3.699 0.125 3.797  0.17
H: -3.589 1.809 4.636  0.28
H: -1.415 0.404 4.828  0.16
H: -1.226 1.975 4.326  0.23
H: 0.836 -3.305 -0.816  0.28
H: 2.006 -1.728 -0.666  0.19
H: 3.051 -3.516 0.337  0.45
H: 1.760 -3.948 1.574  0.30
H: 2.955 -0.817 1.480  -0.21
H: 4.120 -2.213 1.938  0.47
H: 1.944 -0.956 3.742  0.27
H: 1.891 -2.930 3.766  0.10
H: 2.398 -2.777 6.078  0.28
H: -0.333 1.204 1.358  -0.40
H: 1.069 0.142 1.981  -0.39
H: 2.003 0.438 -0.856  -0.24
H: 2.555 1.384 0.679  0.23
H: 1.890 5.175 2.202  0.33
H: 0.144 4.834 1.575  0.25
H: 1.040 3.413 2.448  0.20
H: 0.234 5.103 -1.545  0.23
H: 2.051 5.125 -2.175  0.22
H: 1.572 6.284 -0.700  0.29
H: 4.128 3.329 -1.166  0.26
H: 4.190 2.951 0.690  0.26
H: 4.291 4.799 0.143  0.31
H: -1.569 -1.032 -1.823  0.36
H: -0.621 0.565 -1.518  -0.20
H: 1.563 -0.806 -2.588  0.25
H: 0.431 -2.296 -2.816  0.32
H: -0.515 4.834 -4.344  0.34
C: 1.512 -0.582 -8.203  -0.63
C: 0.637 -1.575 -8.940  -0.24
O: 0.440 -2.734 -8.144  -0.51
H: 2.481 -1.030 -7.960  0.25
H: 1.677 0.315 -8.806  0.32
H: 1.050 -0.290 -7.254  0.03
H: 1.112 -1.882 -9.877  0.28
H: -0.339 -1.140 -9.175  0.24
H: 0.010 -2.452 -7.318  0.29

Calculated values
Total energy (eV): -72520.3465
Charge: 0
Max |F| (eV/Å): 9.16
SMILES string: C[C@H](O)COP(CCCCCN)(CCCCOC=O)(CCO[Si](C)(C)C)CCSc1nnco1.CCO

Here is a structure of composition C8H9NPtS2 from OMol25. Energies are from ωB97M-V/def2-TZVPD.

Last column: Löwdin spin population.
Cartesian coordinates (Å):
Pt: 0.331 -2.294 0.050  1.11
C: 0.283 -3.838 -1.250  0.40
H: -0.784 -3.988 -1.475  0.04
H: 0.843 -3.668 -2.185  0.03
H: 0.685 -4.692 -0.686  0.05
H: 0.180 -1.437 1.502  0.06
H: -0.217 -2.110 1.662  0.07
S: 2.300 -1.671 -1.527  0.75
C: 1.463 -0.240 -1.343  0.03
N: 0.368 -0.380 -0.522  0.37
C: -0.236 0.806 -0.063  0.04
C: -1.164 0.898 0.985  0.22
C: -1.434 2.161 1.518  0.09
C: -0.796 3.295 0.995  0.09
C: 0.151 3.195 -0.043  0.21
C: 0.439 1.945 -0.568  0.10
S: 1.726 1.443 -1.702  0.31
H: -1.618 -0.019 1.364  0.01
H: -2.152 2.266 2.340  0.00
H: -1.037 4.272 1.400  0.00
H: 0.667 4.055 -0.453  0.01

Calculated values
Total energy (eV): -34825.0582
Charge: +2
Max |F| (eV/Å): 2.53
Expectation value of S²: 6.068
Multiplicity: 5

Here is a structure of composition C5H8N2 from OMol25. Energies are from ωB97M-V/def2-TZVPD.

Last column: Mulliken charge in e.
Cartesian coordinates (Å):
N: -0.190 -1.790 0.706  -0.45
C: -0.758 -0.516 0.484  0.02
C: -0.381 0.500 1.547  0.11
N: -0.707 0.596 2.657  -0.52
C: -0.353 0.198 -1.011  -0.22
C: 1.146 0.355 -1.217  -0.74
C: 0.273 1.514 -0.786  -0.21
H: -0.735 -2.553 1.089  0.20
H: 0.789 -1.814 0.933  0.19
H: -1.853 -0.607 0.588  0.38
H: -1.085 -0.139 -1.750  0.35
H: 1.753 -0.045 -0.403  0.15
H: 1.655 0.254 -2.186  0.28
H: 0.142 2.517 -1.214  0.37
H: 0.305 1.529 0.563  0.09

Calculated values
Total energy (eV): -8291.0274
Charge: 0
Max |F| (eV/Å): 4.01

Here is a structure of composition C22H40Cl2N4Re from OMol25. Energies are from ωB97M-V/def2-TZVPD.

Last column: Löwdin spin population.
Cartesian coordinates (Å):
Re: 0.753 1.193 -0.594  1.64
Cl: 0.695 -1.070 -1.244  0.07
C: 2.820 2.599 -3.409  -0.01
C: 1.415 2.761 -1.619  -0.11
N: 2.756 2.677 -2.022  -0.06
H: 1.213 2.843 -4.885  0.00
N: 0.719 3.024 -2.811  -0.06
H: 3.710 2.249 -3.888  0.00
C: 3.714 2.070 -1.087  0.00
C: 5.128 2.456 -1.472  0.01
C: 3.361 2.513 0.333  0.05
H: 5.227 3.541 -1.601  0.00
H: 5.772 2.155 -0.636  0.00
H: 5.462 1.930 -2.370  0.00
H: 4.293 0.086 -0.503  0.01
H: 3.376 0.127 -2.083  0.00
H: 2.475 1.962 0.745  0.03
C: 3.490 0.563 -1.082  0.08
H: 3.161 3.587 0.432  0.00
H: 4.216 2.212 0.963  0.00
H: 2.538 0.320 -0.467  0.04
C: 1.584 2.873 -3.893  0.00
C: -1.364 3.998 -1.942  0.01
H: -1.037 5.004 -2.219  0.00
H: -2.452 3.941 -2.072  0.00
C: -0.747 2.885 -2.773  0.00
H: -2.037 1.211 -2.130  0.01
C: -1.268 2.806 -4.173  0.01
H: -0.794 1.971 -4.696  0.00
H: -1.168 3.856 -0.875  0.00
H: -1.131 1.836 -0.857  0.02
H: -1.121 3.738 -4.715  0.00
H: -2.335 2.602 -4.120  0.00
C: -1.009 1.580 -1.972  0.07
H: -0.443 0.709 -2.366  0.02
C: -1.480 -4.115 3.244  0.06
N: -0.683 -3.260 2.469  0.00
H: -3.678 -4.330 3.164  0.06
N: -2.684 -3.047 1.716  0.00
H: -1.092 -4.696 4.046  0.02
C: 0.699 -2.693 2.725  0.00
C: 0.998 -2.777 4.214  0.04
C: 1.702 -3.451 1.860  0.01
H: 0.852 -3.777 4.615  0.01
H: 2.051 -2.501 4.344  0.01
H: 0.374 -2.056 4.764  0.01
H: 1.676 -0.788 2.501  0.00
H: -0.068 -0.643 2.802  0.00
H: 1.423 -3.378 0.796  0.00
C: 0.697 -1.233 2.283  0.01
H: 1.791 -4.493 2.193  0.00
H: 2.680 -2.970 1.983  0.00
H: 0.532 -1.182 1.213  0.01
C: -2.757 -3.952 2.786  0.12
C: -3.542 -2.123 -0.379  0.04
H: -3.720 -3.113 -0.808  0.01
H: -4.287 -1.441 -0.808  0.01
C: -3.700 -2.140 1.137  0.00
H: -3.926 0.011 0.941  0.01
C: -5.071 -2.578 1.600  0.26
H: -5.138 -2.494 2.690  0.06
H: -2.557 -1.751 -0.682  0.00
H: -2.318 -0.466 1.503  0.00
H: -5.279 -3.601 1.283  0.06
H: -5.823 -1.913 1.156  0.05
C: -3.391 -0.695 1.588  0.03
H: -3.718 -0.540 2.626  0.02
C: -1.401 -2.849 1.419  0.00
Cl: -0.134 2.226 1.124  0.19

Calculated values
Total energy (eV): -56591.8326
Charge: -2
Max |F| (eV/Å): 3.92
Expectation value of S²: 3.860
Multiplicity: 4

Here is the ion C11H13N2S with charge +1 from OMol25. Energies are from ωB97M-V/def2-TZVPD.

Last column: Löwdin spin population.
Cartesian coordinates (Å):
C: -3.616 -1.309 0.455  0.13
C: -4.009 0.007 0.049  0.20
C: -2.293 -1.623 0.450  0.24
C: -3.036 0.920 -0.258  0.23
C: -1.194 -0.757 -0.009  0.09
C: -0.149 -1.373 -0.524  0.37
C: -1.639 0.717 -0.350  0.06
C: 3.252 -0.330 0.068  0.00
C: 2.364 0.869 0.362  0.00
C: 2.466 -1.591 0.433  0.06
C: 0.382 2.052 -0.519  0.05
N: -0.973 1.722 -0.775  0.44
N: 1.361 0.989 -0.740  0.02
S: 1.270 -2.071 -0.917  0.04
H: -4.304 -2.051 0.699  0.00
H: -5.007 0.126 0.075  0.01
H: -1.889 -2.574 0.646  0.01
H: -3.226 1.883 -0.578  0.01
H: 3.486 -0.199 -0.900  0.00
H: 4.049 -0.424 0.784  0.00
H: 1.680 0.834 1.202  0.00
H: 3.015 1.862 0.554  0.00
H: 3.208 -2.467 0.630  0.00
H: 1.803 -1.634 1.427  0.00
H: 0.768 2.881 -1.124  0.00
H: 0.487 2.416 0.520  0.02
H: 1.745 1.123 -1.663  0.00

Calculated values
Total energy (eV): -25419.8664
Charge: +1
Max |F| (eV/Å): 5.82
Expectation value of S²: 2.035
Multiplicity: 3

Here is a structure of composition C34H48BFN2O20S from OMol25. Energies are from ωB97M-V/def2-TZVPD.

Last column: Mulliken charge in e.
Cartesian coordinates (Å):
C: -5.146 -0.089 -1.440  -1.38
C: -4.716 -0.890 -0.206  0.19
C: -4.735 -0.040 1.084  0.30
F: -5.355 1.167 0.813  -0.41
C: -3.367 0.259 1.663  0.10
C: -2.303 -0.575 1.502  -0.93
C: -1.021 -0.272 2.028  -0.61
C: -0.744 0.853 2.747  -0.36
B: 0.732 1.090 3.270  0.62
O: 0.889 1.847 4.429  -0.06
O: 1.809 0.521 2.655  -0.48
C: 1.962 0.736 1.250  -0.62
C: -1.835 1.759 2.982  -0.16
N: -1.793 2.894 3.666  -0.56
S: -3.304 3.504 3.607  0.08
N: -4.018 2.385 2.747  -0.56
C: -3.127 1.441 2.436  0.91
H: -4.597 0.845 -1.499  0.31
H: -4.862 -0.663 -2.320  0.43
H: -6.212 0.096 -1.452  0.36
H: -5.410 -1.715 -0.074  0.37
H: -3.741 -1.310 -0.414  -0.42
H: -5.356 -0.558 1.812  0.34
H: -2.416 -1.498 0.958  0.76
H: -0.216 -0.972 1.857  0.78
H: 1.001 2.763 4.153  0.15
H: 2.018 -0.227 0.750  0.20
H: 1.136 1.291 0.807  0.29
H: 2.895 1.260 1.058  0.33
C: 0.345 0.411 7.501  -0.86
C: -1.084 0.810 7.247  0.57
C: -1.265 2.267 6.899  0.55
O: -2.592 2.532 7.384  -0.39
C: -2.844 1.657 8.389  0.56
O: -3.775 1.725 9.124  -0.56
O: -1.887 0.701 8.441  -0.41
H: 0.753 0.947 8.352  0.38
H: 0.410 -0.652 7.730  -0.05
H: 0.959 0.619 6.625  0.32
H: -1.533 0.166 6.485  0.14
H: -1.200 2.462 5.831  -0.28
H: -0.563 2.915 7.429  0.06
C: -0.465 -0.174 -4.041  -1.46
C: -0.427 -1.410 -3.185  0.55
C: -1.703 -1.689 -2.429  -0.38
O: -1.225 -2.388 -1.266  -0.36
C: 0.053 -1.992 -1.050  0.63
O: 0.679 -2.233 -0.067  -0.57
O: 0.516 -1.278 -2.097  -0.35
H: -0.618 0.718 -3.430  0.41
H: 0.483 -0.044 -4.565  0.39
H: -1.266 -0.254 -4.780  0.29
H: -0.128 -2.275 -3.781  0.29
H: -2.403 -2.308 -2.984  0.46
H: -2.208 -0.775 -2.104  0.14
C: 3.672 5.410 4.830  -1.44
C: 2.808 5.137 6.036  0.53
C: 3.320 5.716 7.336  -0.52
O: 2.793 4.798 8.304  -0.34
C: 2.632 3.604 7.684  0.63
O: 2.381 2.578 8.226  -0.54
O: 2.780 3.733 6.346  -0.27
H: 4.659 4.962 4.956  0.35
H: 3.232 4.971 3.935  0.33
H: 3.784 6.483 4.671  0.39
H: 1.779 5.459 5.847  0.24
H: 2.954 6.722 7.529  0.32
H: 4.411 5.710 7.403  0.32
C: 1.726 -2.445 -8.719  -1.43
C: 0.286 -2.008 -8.796  0.65
C: 0.079 -0.586 -9.259  -0.26
O: -1.146 -0.223 -8.598  -0.35
C: -1.246 -0.980 -7.486  0.66
O: -2.043 -0.803 -6.617  -0.62
O: -0.319 -1.959 -7.482  -0.30
H: 2.277 -1.839 -7.998  0.37
H: 1.790 -3.480 -8.380  0.33
H: 2.205 -2.369 -9.690  0.37
H: -0.292 -2.708 -9.402  0.21
H: -0.029 -0.499 -10.333  0.06
H: 0.870 0.088 -8.920  0.29
C: 0.018 -0.219 -15.754  -1.45
C: 0.039 -1.430 -14.856  0.51
C: -1.237 -1.670 -14.082  -0.48
O: -0.755 -2.331 -12.902  -0.30
C: 0.524 -1.939 -12.710  0.60
O: 1.150 -2.156 -11.720  -0.51
O: 0.990 -1.267 -13.783  -0.34
H: -0.125 0.691 -15.171  0.36
H: 0.965 -0.118 -16.283  0.35
H: -0.783 -0.301 -16.490  0.38
H: 0.327 -2.319 -15.422  0.25
H: -1.946 -2.304 -14.610  0.31
H: -1.733 -0.744 -13.785  0.30
C: 1.968 -2.535 9.266  -1.49
C: 3.141 -3.482 9.255  0.51
C: 4.240 -3.115 8.284  -0.43
O: 4.801 -4.394 7.962  -0.34
C: 3.829 -5.325 8.137  0.60
O: 3.905 -6.455 7.784  -0.52
O: 2.759 -4.782 8.770  -0.38
H: 1.476 -2.522 8.294  0.31
H: 1.223 -2.858 9.994  0.41
H: 2.285 -1.524 9.520  0.42
H: 3.538 -3.607 10.266  0.27
H: 4.997 -2.467 8.719  0.33
H: 3.858 -2.659 7.367  0.28

Calculated values
Total energy (eV): -94199.8910
Charge: 0
Max |F| (eV/Å): 1.26